The molecule C5H11NOS in a non-equilibrium geometry, computed with ωB97M-V/def2-TZVPD.

Each line ends with the Löwdin charge.
Element x y z (Å)
C  -1.1305  -1.1549  -0.1284  -0.255
C  -0.3433  -1.7364  -1.2370  -0.564
S  1.3202  -2.2624  -0.5437  0.667
C  -0.4750  0.0969  0.4530  -0.497
N  -0.6162  1.2762  -0.1814  0.042
C  0.1970  2.4827  0.1007  -0.220
C  -0.5126  3.5225  0.9697  -0.103
O  0.2084  0.0087  1.4994  0.005
H  -1.2839  -1.9154  0.6324  0.110
H  -2.1683  -1.1641  -0.4923  0.120
H  -0.2720  -0.8933  -2.0081  0.088
H  -0.8508  -2.6298  -1.7929  0.108
H  1.6263  -3.1148  -1.6467  -0.110
H  -1.1553  1.3790  -1.0115  0.127
H  0.4706  2.8850  -0.9438  0.139
H  0.9621  2.0772  0.8423  0.128
H  -1.2467  2.9472  1.5617  0.083
H  0.1367  4.1927  1.5530  0.077
H  -1.1100  4.1675  0.3328  0.055

Atoms 1-2, force components in eV/Å:
-1.6 -0.9 0.6
0.8 -0.5 -2.5

The value obtained for the HOMO energy is -0.331 Eh. The calculation puts the gap between HOMO and LUMO at 0.3540 Ha. The value obtained for the energy above the lowest of the compared OMol25 structures with the same formula, charge and spin is 149.8 kJ/mol. The largest force on an atom is 2.7 eV/A. The structure (SMILES) is CCNC(=O)CCS. As for the charge: 0.